54
Properties=species:S:1:pos:R:3:forces:R:3 method="wB97M-V/def2-TZVPD" max_force_ev_per_a=4.1 total_charge=-1 orbital_gap_ev=5.6 e_homo_ev=-3.213 total_energy_ev=-80504.0088 mol_weight_g_mol=528.10
Cl 2.67661 3.24873 6.40398 0.803 0.401 -0.004
S -0.65128 -0.87313 5.74878 -0.335 -2.037 -0.651
S -0.24264 1.49275 1.68796 2.326 1.735 1.109
S 1.21204 -1.08257 0.84860 0.535 -3.130 -0.483
O 0.14698 1.75198 3.12503 -1.008 -0.297 -3.993
O 1.45243 -2.35671 1.62809 -0.669 3.092 -2.090
O 1.02035 -1.17018 -0.64887 1.005 0.610 3.463
O 0.51928 2.08412 0.52319 -1.781 -1.445 2.828
C -1.31037 -0.99174 1.86315 -0.160 -0.599 0.259
C -0.24997 -0.28695 1.50632 0.360 0.308 -0.483
C 0.88369 1.26981 6.14702 0.518 1.033 0.193
C -4.09698 2.42044 2.41383 -0.142 0.055 0.091
C -1.81657 -3.24472 2.82655 -0.126 0.587 0.121
C -1.85443 -4.61792 2.71805 -0.030 -0.087 0.136
C 3.34154 0.56857 0.42450 0.038 0.039 -0.725
C 4.60351 1.62896 2.15070 0.165 0.105 0.029
C 3.79349 1.05062 3.10641 -0.002 0.047 0.107
C -1.27858 2.91279 6.72285 -0.050 -0.442 -0.116
C -1.51527 -5.23057 1.53042 -0.005 -0.276 -0.012
C -1.14949 -4.46794 0.44318 -0.005 -0.100 -0.161
C -0.40354 0.73450 6.13935 -0.273 0.590 0.127
C 2.54514 -0.01363 1.37753 -0.304 -0.021 -0.744
C -3.75650 2.60216 0.05314 0.016 0.042 -0.171
C 4.38067 1.38987 0.80968 0.122 -0.007 -0.152
C -2.43760 2.23219 0.21861 0.293 0.022 -0.718
C -1.11617 -3.09663 0.54707 0.028 0.449 -0.052
C -0.00268 3.43654 6.70776 0.846 0.579 0.038
C -1.44032 -2.45704 1.74128 0.064 -0.450 -0.125
C -4.58484 2.69382 1.15244 -0.224 0.097 0.026
C -1.95629 1.96154 1.47633 0.478 -0.180 0.101
C 2.76268 0.22136 2.71540 -0.501 -0.405 0.613
C -1.48466 1.57596 6.44614 0.147 0.525 0.098
C 1.08629 2.61271 6.42319 -1.581 -0.773 -0.001
C -2.77621 2.05516 2.57394 0.146 -0.041 0.789
H 5.01127 1.84840 0.06530 0.067 0.056 -0.130
H -0.75531 -2.50323 -0.27578 -0.158 0.002 -0.236
H -2.36696 1.86305 3.55145 0.112 -0.085 0.314
H -2.47781 1.15971 6.46221 -0.164 -0.146 -0.021
H 0.16948 4.47908 6.90979 0.031 0.255 0.060
H -2.12478 -5.21892 3.57035 -0.041 -0.036 0.191
H -0.85535 -4.94675 -0.47621 0.033 -0.031 -0.187
H -4.74281 2.50874 3.27181 -0.038 -0.027 0.166
H -2.11800 3.54982 6.94778 -0.160 0.196 0.068
H -5.60968 3.00176 1.02750 -0.205 0.016 -0.024
H -1.76742 2.17533 -0.62284 0.110 -0.032 -0.165
H 3.95087 1.26774 4.15111 -0.057 -0.045 0.134
H 5.41208 2.27372 2.45238 0.134 0.148 0.066
H -4.13473 2.83607 -0.92857 -0.014 0.000 -0.165
H -1.50934 -6.30558 1.46092 -0.049 -0.222 -0.022
H 2.11007 -0.22672 3.44656 -0.143 -0.099 0.246
H 1.72729 0.64332 5.91855 0.124 -0.228 -0.051
H -2.02264 -2.76726 3.76872 -0.073 0.156 0.284
H -2.14947 -0.46013 2.27995 -0.193 0.083 0.218
H 3.12808 0.38377 -0.61562 -0.014 0.013 -0.190